Entry 1:
12 unconnected molecules or ions with the total composition C32H60Cl22N2O4S2. Source: the Open Molecules 2025 dataset; level of theory: ωB97M-V/def2-TZVPD.

Atoms and positions in Å:
O -0.4718 1.3776 2.5479
S 0.8554 1.4656 1.9467
O 0.8590 0.5089 0.6639
C 0.2713 -0.8111 0.7474
C 1.3076 -1.8708 1.0592
C 2.1267 -1.6436 2.3383
C 1.5377 -0.6868 3.3631
C 2.1888 -0.8676 4.7439
C 1.3223 -1.5062 5.8398
C 0.5023 -2.7519 5.4319
C -0.9955 -2.4566 5.3634
S -1.9428 -3.8610 4.6962
C -2.7975 -3.1168 3.3723
N -3.7726 -3.6359 2.7170
N -4.1284 -2.6968 1.7378
C -3.3372 -1.7066 1.9110
O -2.4497 -1.8811 2.9233
O 1.8535 0.6816 2.9615
H -0.1652 -1.0269 -0.2242
H -0.5477 -0.8124 1.4622
H 0.7508 -2.8092 1.1430
H 1.9930 -1.9525 0.2203
H 3.1231 -1.2689 2.0908
H 2.2578 -2.6076 2.8345
H 0.4576 -0.8108 3.4564
H 3.1234 -1.4214 4.6333
H 2.4668 0.1322 5.0860
H 2.0096 -1.8033 6.6358
H 0.6665 -0.7535 6.2855
H 0.6410 -3.5147 6.2018
H 0.8640 -3.1744 4.4946
H -1.3651 -2.2820 6.3753
H -1.2199 -1.5656 4.7875
H -3.2942 -0.7710 1.3729
Cl 0.1193 -5.6698 -0.2932
C -1.5137 -5.6057 -1.0171
C -1.7047 -4.3773 -1.8646
Cl -1.7223 -2.8995 -0.8600
H -2.2356 -5.6389 -0.2051
H -1.6263 -6.4922 -1.6367
H -2.6569 -4.4255 -2.3853
H -0.9119 -4.2676 -2.5997
Cl -3.2589 -0.3517 -1.7338
C -4.3024 1.0970 -1.7852
C -3.9044 2.0903 -0.7252
Cl -4.2465 1.4724 0.9103
H -5.3308 0.7685 -1.6603
H -4.1858 1.5475 -2.7694
H -4.4645 3.0165 -0.8436
H -2.8419 2.3079 -0.7824
Cl -1.7359 -7.2798 -4.3979
C -3.3760 -7.2113 -5.1027
C -3.5829 -5.9617 -5.9154
Cl -3.6227 -4.4936 -4.9011
H -4.0917 -7.2855 -4.2881
H -3.4801 -8.0821 -5.7472
H -4.5383 -6.0146 -6.4329
H -2.7950 -5.8278 -6.6495
Cl 6.3007 2.1190 2.9113
C 4.6729 2.5247 3.5215
C 4.3115 3.9620 3.2726
Cl 5.2773 5.0949 4.2665
H 4.6484 2.2814 4.5807
H 3.9643 1.8856 3.0015
H 3.2672 4.1208 3.5387
H 4.4515 4.2326 2.2292
Cl 4.1776 -2.0154 -0.9675
C 3.9955 -0.2683 -1.2983
C 3.7107 -0.0358 -2.7567
Cl 5.1206 -0.4490 -3.7757
H 4.9054 0.2332 -0.9776
H 3.1630 0.0835 -0.6913
H 3.4773 1.0066 -2.9401
H 2.8771 -0.6486 -3.0923
Cl 7.3289 -5.5004 -4.2009
C 6.4413 -4.7626 -5.5598
C 5.1648 -4.0980 -5.1153
Cl 3.9464 -5.2786 -4.5637
H 6.2466 -5.5445 -6.2890
H 7.0993 -4.0176 -6.0037
H 4.7273 -3.5565 -5.9524
H 5.3415 -3.4004 -4.3007
Cl -0.7304 -4.9184 -8.2422
C -1.4055 -4.2557 -9.7536
C -2.6832 -3.4915 -9.5284
Cl -4.0386 -4.5498 -9.0497
H -1.5567 -5.0849 -10.4396
H -0.6554 -3.5842 -10.1672
H -2.9784 -3.0040 -10.4557
H -2.5665 -2.7395 -8.7528
Cl 3.8715 9.6529 0.8561
C 2.9038 8.8218 2.1067
C 3.3178 7.3888 2.2907
Cl 2.9148 6.3847 0.8662
H 1.8570 8.8792 1.8227
H 3.0520 9.3620 3.0395
H 2.7863 6.9647 3.1409
H 4.3860 7.2879 2.4589
Cl -7.5192 2.6121 2.8347
C -7.4458 2.0049 4.5097
C -6.1233 1.3536 4.8225
Cl -5.8978 -0.1752 3.9375
H -8.2688 1.3083 4.6444
H -7.5925 2.8611 5.1656
H -6.0806 1.1180 5.8847
H -5.2920 2.0073 4.5706
Cl -0.4796 7.7997 1.5203
C -1.6490 7.9314 2.8608
C -1.4217 9.1739 3.6807
Cl 0.1133 9.0981 4.5891
H -1.5539 7.0346 3.4670
H -2.6438 7.9577 2.4201
H -2.2209 9.2805 4.4115
H -1.3906 10.0617 3.0550
Cl 2.8117 2.7320 -1.3323
C 1.8908 3.4641 -2.6768
C 0.5480 3.9823 -2.2295
Cl -0.5369 2.6494 -1.7514
H 1.7769 2.7031 -3.4462
H 2.4930 4.2798 -3.0727
H 0.0705 4.5163 -3.0489
H 0.6398 4.6480 -1.3797

Properties
HOMO energy	-8.620	eV
spin multiplicity	1
LUMO energy	0.0075	hartree
total charge	0
orbital gap	8.8229	eV

Atom charges from the Löwdin analysis, given in e for atoms 1 to 99:
1 O -0.405
2 S 0.904
3 O -0.373
4 C -0.237
5 C -0.161
6 C -0.123
7 C -0.333
8 C -0.133
9 C -0.179
10 C -0.252
11 C -0.464
12 S 1.003
13 C -0.702
14 N 0.045
15 N 0.066
16 C -0.278
17 O -0.006
18 O -0.342
19 H 0.059
20 H 0.090
21 H 0.099
22 H 0.041
23 H 0.122
24 H 0.115
25 H 0.127
26 H 0.121
27 H 0.115
28 H 0.108
29 H 0.115
30 H 0.107
31 H 0.097
32 H 0.080
33 H 0.070
34 H 0.042
35 Cl 0.542
36 C -0.655
37 C -0.640
38 Cl 0.602
39 H 0.070
40 H 0.030
41 H 0.019
42 H 0.071
43 Cl 0.537
44 C -0.637
45 C -0.652
46 Cl 0.588
47 H 0.070
48 H 0.072
49 H 0.076
50 H -0.017
51 Cl 0.569
52 C -0.637
53 C -0.689
54 Cl 0.572
55 H 0.070
56 H 0.074
57 H 0.056
58 H -0.009
59 Cl 0.543
60 C -0.663
61 C -0.665
62 Cl 0.551
63 H 0.070
64 H 0.044
65 H 0.073
66 H 0.045
67 Cl 0.593
68 C -0.668
69 C -0.675
70 Cl 0.552
71 H 0.073
72 H 0.026
73 H -0.001
74 H 0.075
75 Cl 0.535
76 C -0.667
77 C -0.677
78 Cl 0.531
79 H 0.065
80 H 0.071
81 H 0.071
82 H 0.030
83 Cl 0.569
84 C -0.653
85 C -0.645
86 Cl 0.570
87 H 0.068
88 H 0.073
89 H 0.073
90 H 0.071
91 Cl 0.539
92 C -0.692
93 C -0.667
94 Cl 0.526
95 H -0.012
96 H 0.067
97 H 0.066
98 H 0.046
99 Cl 0.527



Entry 2:
A molecular structure, C32H60MnN2O2P3. Source: the Open Molecules 2025 dataset; level of theory: ωB97M-V/def2-TZVPD.

Atoms and positions in Å:
C 2.2216 -1.4010 -1.0522
C 1.2067 0.4666 -2.1144
C 3.1391 -1.5253 -2.1008
C 2.0973 0.3626 -3.1980
C 3.0815 -0.6266 -3.1801
H 3.8786 -2.3303 -2.0785
H 2.0102 1.0614 -4.0348
H 3.7930 -0.7136 -4.0074
N 1.3011 -0.3926 -1.0535
P 0.3618 -2.5458 0.6892
P -0.2149 2.0685 -0.3159
C 2.1477 -2.3867 0.0891
H 2.6255 -3.3413 -0.1904
H 2.6839 -1.9810 0.9685
C -1.6083 -0.1991 1.8460
O -2.5045 -0.1697 2.6076
C 0.0280 1.3914 -2.0856
H 0.1059 2.1557 -2.8715
C -1.8458 3.0975 -0.3671
C 1.2672 3.2515 -0.0271
C -0.4817 -3.7358 -0.5508
C 0.5264 -3.4241 2.3826
C -2.9763 2.2646 0.2781
H -2.9383 2.3374 1.3754
H -3.9443 2.6801 -0.0608
H -2.9316 1.2007 0.0121
C -1.7170 4.3796 0.4814
H -1.5109 4.1453 1.5391
H -0.9457 5.0718 0.1094
H -2.6860 4.9106 0.4413
C -2.2295 3.4669 -1.8120
H -2.8780 4.3629 -1.7958
H -1.3543 3.6963 -2.4404
H -2.7981 2.6567 -2.2913
C 1.1815 3.8552 1.3940
H 0.5287 3.2526 2.0434
H 2.1957 3.8460 1.8359
H 0.8265 4.8940 1.3996
C 2.5749 2.4295 -0.0910
H 2.4627 1.4380 0.3720
H 2.9363 2.3019 -1.1226
H 3.3516 2.9808 0.4707
C 1.3555 4.3647 -1.0897
H 0.6107 4.2477 -1.8926
H 1.1668 5.3401 -0.6031
H 2.3590 4.4114 -1.5484
C -0.8886 -3.6116 2.9703
H -0.8067 -4.1615 3.9262
H -1.3623 -2.6376 3.1803
H -1.5516 -4.1907 2.3086
C 1.3121 -2.5136 3.3456
H 2.2641 -2.1637 2.9153
H 0.7229 -1.6323 3.6391
H 1.5488 -3.0969 4.2552
C 1.2761 -4.7697 2.2904
H 2.0596 -4.7402 1.5136
H 1.7816 -4.9596 3.2558
H 0.6159 -5.6233 2.0865
C 0.0220 -3.3328 -1.9504
H 1.0618 -3.6560 -2.1266
H -0.6140 -3.8229 -2.7103
H -0.0524 -2.2462 -2.0982
C -1.9981 -3.4438 -0.4786
H -2.3172 -2.8941 -1.3818
H -2.5445 -4.4057 -0.4354
H -2.2706 -2.8615 0.4158
C -0.1987 -5.2366 -0.3626
H 0.8831 -5.4500 -0.3033
H -0.6912 -5.6594 0.5271
H -0.5928 -5.7768 -1.2441
Mn -0.1846 -0.1973 0.5442
N -1.4642 -0.3457 -1.2232
C -1.2024 0.3954 -2.2229
C -1.9489 0.2770 -3.5875
C -1.5011 1.3133 -4.6363
C -1.6759 -1.1340 -4.1556
C -3.4667 0.4092 -3.3323
H -1.6603 2.3519 -4.2983
H -0.4344 1.1936 -4.8963
H -2.0839 1.1760 -5.5646
H -2.0742 -1.8974 -3.4698
H -2.1632 -1.2497 -5.1413
H -0.5931 -1.3099 -4.2822
H -3.9165 1.1134 -4.0560
H -3.9466 -0.5768 -3.4450
H -3.6789 0.7828 -2.3162
C 2.7783 1.7778 3.4709
P 1.0557 1.0583 3.4124
C 1.1971 0.1549 5.0575
C -0.5743 1.9394 3.7591
O 1.0427 0.1044 2.1214
H 3.4890 0.9383 3.6162
H 2.8741 2.4715 4.3313
H 3.1203 2.2348 2.5514
H 1.3133 0.9115 5.8609
H 0.2727 -0.4123 5.2962
H 2.0913 -0.5015 5.0804
H -1.0714 2.4176 2.9047
H -1.2965 1.1988 4.1450
H -0.4217 2.6703 4.5793

Properties
HOMO energy (spin up / spin down)	-8.786 / -9.601	eV
spin multiplicity	6
LUMO energy (spin up / spin down)	-0.0781 / -0.1191	hartree
total charge	+1
orbital gap (spin up / spin down)	6.6609 / 6.3612	eV

Atom charges from the Löwdin analysis, given in e for atoms 1 to 99:
1 C -0.320
2 C -0.285
3 C -0.017
4 C -0.010
5 C -0.027
6 H 0.121
7 H 0.120
8 H 0.119
9 N 0.028
10 P 1.117
11 P 1.161
12 C -0.228
13 H 0.096
14 H 0.083
15 C -0.088
16 O 0.122
17 C -0.278
18 H 0.093
19 C -0.624
20 C -0.631
21 C -0.642
22 C -0.650
23 C -0.105
24 H 0.066
25 H 0.104
26 H 0.041
27 C -0.091
28 H 0.064
29 H 0.072
30 H 0.101
31 C -0.074
32 H 0.100
33 H 0.061
34 H 0.061
35 C -0.106
36 H 0.015
37 H 0.068
38 H 0.081
39 C -0.105
40 H 0.054
41 H 0.082
42 H 0.088
43 C -0.070
44 H 0.060
45 H 0.079
46 H 0.089
47 C -0.080
48 H 0.101
49 H 0.062
50 H 0.077
51 C -0.127
52 H 0.075
53 H 0.019
54 H 0.100
55 C -0.089
56 H 0.070
57 H 0.088
58 H 0.071
59 C -0.107
60 H 0.086
61 H 0.101
62 H 0.045
63 C -0.097
64 H 0.061
65 H 0.090
66 H 0.051
67 C -0.094
68 H 0.078
69 H 0.071
70 H 0.098
71 Mn 0.352
72 N 0.045
73 C -0.400
74 C -0.527
75 C -0.062
76 C -0.057
77 C -0.047
78 H 0.070
79 H 0.078
80 H 0.094
81 H 0.062
82 H 0.096
83 H 0.083
84 H 0.088
85 H 0.085
86 H 0.061
87 C -0.152
88 P 0.791
89 C -0.199
90 C -0.164
91 O -0.528
92 H 0.074
93 H 0.074
94 H 0.005
95 H 0.067
96 H 0.063
97 H 0.061
98 H 0.017
99 H 0.049



So what do the calculations give for calculated total energy? Going down the list: -342493.1210; -100414.6210 eV.